(1)
{
  "formula": "C24H45ClP2Tc",
  "method": "ωB97M-V/def2-TZVPD",
  "symbols": ["Tc", "C", "C", "C", "C", "C", "C", "H", "H", "H", "C", "H", "H", "H", "C", "H", "H", "H", "C", "H", "H", "H", "C", "H", "H", "H", "C", "C", "C", "C", "C", "C", "C", "C", "H", "H", "H", "H", "H", "H", "H", "H", "H", "H", "H", "H", "P", "C", "H", "H", "H", "C", "H", "H", "H", "C", "H", "H", "H", "P", "C", "H", "H", "H", "C", "H", "H", "H", "C", "H", "H", "H", "Cl"],
  "xyz": [[0.487, -0.970, -1.310], [-3.350, 1.533, 2.889], [-2.280, 2.276, 3.454], [-2.197, 2.583, 1.182], [-3.325, 1.768, 1.490], [-1.578, 2.915, 2.410], [-4.219, 0.555, 3.582], [-3.780, 0.293, 4.558], [-4.325, -0.357, 2.969], [-5.225, 0.954, 3.764], [-4.305, 1.255, 0.518], [-5.052, 0.601, 0.977], [-3.832, 0.678, -0.280], [-4.859, 2.057, 0.016], [-1.643, 2.879, -0.145], [-2.429, 3.114, -0.864], [-1.083, 2.010, -0.527], [-0.966, 3.741, -0.091], [-0.308, 3.626, 2.525], [-0.082, 3.855, 3.562], [-0.272, 4.565, 1.971], [0.511, 3.013, 2.116], [-1.885, 2.285, 4.858], [-2.521, 2.887, 5.507], [-0.859, 2.660, 4.956], [-1.938, 1.265, 5.256], [2.319, -2.419, -0.696], [1.982, -2.414, 0.660], [2.875, -1.936, 1.718], [2.425, -0.713, 2.536], [2.308, 0.470, 1.658], [2.653, 0.543, 0.361], [3.616, -0.179, -0.537], [3.335, -1.499, -1.295], [3.851, -1.654, 1.297], [3.193, -0.553, 3.304], [3.029, -2.783, 2.419], [4.284, -2.021, -1.484], [2.203, -3.339, -1.300], [1.221, -3.137, 0.956], [3.068, -1.260, -2.345], [3.790, 0.545, -1.358], [2.201, 1.389, -0.186], [4.572, -0.258, -0.002], [1.494, -0.903, 3.080], [1.911, 1.361, 2.149], [-0.365, -2.946, -1.515], [-2.101, -2.730, -1.031], [-2.569, -3.700, -0.865], [-2.656, -2.156, -1.773], [-2.108, -2.149, -0.105], [-0.124, -3.587, -3.218], [-0.459, -4.636, -3.242], [0.954, -3.554, -3.439], [-0.655, -2.983, -3.949], [0.034, -4.649, -0.858], [-0.862, -5.245, -1.079], [0.288, -4.685, 0.190], [0.861, -5.064, -1.437], [0.916, 0.615, -2.691], [1.260, 2.358, -2.244], [1.747, 2.792, -3.124], [1.948, 2.510, -1.406], [0.339, 2.912, -2.035], [2.407, 0.477, -3.775], [2.331, 1.280, -4.521], [2.431, -0.487, -4.298], [3.349, 0.636, -3.232], [-0.219, 0.975, -4.139], [0.358, 1.596, -4.832], [-1.111, 1.541, -3.827], [-0.487, 0.034, -4.648], [-0.523, -0.438, 0.817]],
  "atomic_forces_ev_per_a": [[0.6756, -1.2023, 5.8846], [-2.4298, -1.2855, -5.1471], [2.6101, 1.9605, -0.2949], [2.7626, 1.0594, 1.3893], [-3.1186, -2.4732, 3.9041], [-0.3941, 0.0101, -0.3536], [-0.0975, -0.2180, 0.3295], [-0.3184, -0.0742, -0.3525], [0.0242, 0.3588, 0.3830], [0.1279, -0.0671, 0.0155], [-0.4509, -0.3132, -0.4106], [0.1869, 0.1745, 0.0505], [0.1745, 0.0048, -0.0496], [0.1078, 0.0438, 0.1097], [-0.1270, 0.7224, 0.1060], [-0.1199, -0.1776, -0.0498], [-0.1960, -0.0133, 0.2899], [-0.0453, -0.3136, -0.0028], [1.2002, 0.4356, -0.0818], [0.1710, 0.1043, -0.0508], [-0.1642, 0.0711, 0.0786], [-0.0936, 0.1361, 0.2161], [0.8444, -0.2912, -0.0083], [-0.3542, 0.1355, -0.1089], [-0.3485, -0.0995, 0.1431], [-0.0399, 0.0795, 0.0168], [0.2544, -0.2171, 0.6125], [0.2898, -1.4472, -2.2948], [0.6239, 0.9721, 1.0985], [0.8127, -0.5414, 0.2823], [0.3613, 0.1628, -0.4318], [-1.2064, 1.0397, -0.1184], [0.9615, 0.0985, -0.7040], [0.5623, 0.1859, -0.2772], [-0.3153, -0.4760, 0.1739], [-0.1587, 0.0638, 0.0084], [-0.1038, 0.2998, -0.4662], [0.0263, -0.0942, 0.4397], [-0.6238, 0.5734, 0.4660], [0.0865, 0.3291, 0.0707], [-0.1981, -0.2437, 0.6454], [0.3007, -0.2344, 0.6365], [0.6612, -0.1852, 0.9730], [-0.1849, -0.0182, -0.2339], [-0.0470, 0.1084, -0.1963], [-0.4361, -0.2617, -0.4482], [-1.5593, -3.6978, -1.2104], [-0.2714, -0.2449, -0.1054], [-0.1714, 0.0649, -0.1015], [-0.0131, -0.0832, -0.1150], [0.0096, -0.2491, -0.0980], [-0.4105, 0.3549, -0.2614], [0.0116, 0.4763, -0.2435], [-0.2903, -0.0098, 0.0719], [0.0061, -0.0864, -0.2027], [0.1720, 0.5929, 0.2492], [0.2506, 0.1843, 0.2375], [-0.1795, -0.2260, 0.3018], [-0.0634, 0.0713, 0.1525], [1.4041, 4.2109, -5.4790], [-0.0747, 0.6469, 0.4100], [-0.2598, 0.0179, 0.1220], [-0.2277, -0.0964, -0.2818], [0.1687, -0.1109, -0.0687], [0.3651, -0.1551, -0.2493], [0.1123, -0.3352, 0.1498], [0.0787, 0.2024, 0.0756], [-0.3154, -0.1826, -0.1674], [-0.2752, -0.2273, 0.4386], [-0.2201, -0.1007, 0.1308], [0.2042, -0.4390, -0.1149], [-0.0621, 0.4410, 0.2088], [-0.6429, 0.0990, -0.0912]],
  "total_charge": 2,
  "multiplicity": 4,
  "lumo_energy_ha": [-0.30996, -0.31018],
  "fmax_ha_per_bohr": 0.1371,
  "s_squared": 3.81,
  "relative_energy_kcal_mol": 34.8,
  "homo_lumo_gap_ev": [4.89, 4.89]
}

---

(2)
{
  "formula": "C32H46HfIN5O2Si",
  "method": "ωB97M-V/def2-TZVPD",
  "symbols": ["Hf", "C", "C", "C", "C", "C", "C", "N", "N", "C", "C", "C", "C", "C", "C", "H", "H", "H", "H", "H", "H", "H", "H", "H", "N", "C", "O", "C", "I", "H", "H", "H", "H", "N", "C", "O", "C", "C", "C", "N", "C", "C", "H", "H", "H", "H", "H", "H", "C", "C", "C", "C", "Si", "C", "C", "C", "C", "C", "C", "C", "C", "H", "H", "H", "H", "H", "H", "H", "H", "H", "H", "H", "H", "H", "H", "H", "H", "H", "H", "H", "H", "H", "H", "H", "H", "H", "H", "H"],
  "xyz": [[-0.222, -0.058, -0.788], [4.697, 2.785, 0.780], [4.206, 1.495, 0.915], [3.106, 1.097, 0.170], [2.509, 1.988, -0.711], [2.996, 3.284, -0.851], [4.091, 3.674, -0.102], [1.341, 1.551, -1.442], [0.993, 2.304, -2.379], [-0.217, 1.987, -3.020], [-0.546, 2.767, -4.119], [-1.764, 2.552, -4.752], [-2.631, 1.587, -4.264], [-2.283, 0.812, -3.154], [-1.061, 0.980, -2.516], [5.544, 3.105, 1.372], [4.674, 0.801, 1.600], [2.724, 0.093, 0.283], [2.508, 3.975, -1.523], [4.474, 4.680, -0.203], [0.144, 3.529, -4.458], [-2.043, 3.151, -5.608], [-3.590, 1.436, -4.742], [-2.990, 0.067, -2.803], [-2.751, -3.408, -1.231], [-1.731, -2.817, -1.808], [-1.185, -1.835, -1.231], [-1.250, -3.416, -3.098], [-0.134, -2.137, -4.351], [-3.086, -3.075, -0.334], [-3.199, -4.213, -1.642], [-2.095, -3.774, -3.680], [-0.607, -4.265, -2.860], [5.354, -4.430, -3.005], [4.137, -4.702, -2.495], [3.648, -5.807, -2.427], [3.317, -3.524, -1.999], [3.468, -2.213, -2.418], [2.576, -1.257, -1.970], [1.574, -1.537, -1.122], [1.454, -2.810, -0.693], [2.286, -3.819, -1.113], [5.914, -5.209, -3.315], [5.792, -3.530, -2.938], [4.238, -1.918, -3.117], [2.657, -0.238, -2.317], [0.658, -3.013, 0.012], [2.147, -4.839, -0.780], [-1.630, 3.025, 3.165], [-0.792, 2.401, 2.039], [0.684, 2.563, 2.429], [-1.006, 3.207, 0.747], [-1.239, 0.545, 1.709], [-0.370, -0.693, 2.908], [-0.496, -0.274, 4.379], [-0.963, -2.099, 2.749], [1.117, -0.793, 2.544], [-3.173, 0.298, 1.631], [-3.826, 1.439, 0.838], [-3.568, -0.988, 0.893], [-3.785, 0.248, 3.040], [-1.304, 4.057, 3.332], [-1.509, 2.488, 4.107], [-2.693, 3.059, 2.933], [0.912, 3.629, 2.524], [1.365, 2.154, 1.681], [0.915, 2.102, 3.388], [-0.589, 4.213, 0.863], [-2.054, 3.322, 0.481], [-0.495, 2.760, -0.118], [-1.537, -0.163, 4.685], [0.015, 0.665, 4.585], [-0.045, -1.038, 5.021], [-1.984, -2.162, 3.123], [-0.366, -2.816, 3.321], [-0.966, -2.434, 1.702], [1.650, 0.148, 2.666], [1.263, -1.136, 1.509], [1.611, -1.535, 3.182], [-3.390, 1.557, -0.160], [-3.763, 2.397, 1.349], [-4.891, 1.221, 0.705], [-3.198, -0.982, -0.136], [-4.661, -1.050, 0.841], [-3.211, -1.891, 1.394], [-3.525, 1.121, 3.637], [-3.469, -0.639, 3.591], [-4.876, 0.215, 2.966]],
  "atomic_forces_ev_per_a": [[0.8417, -0.7276, -0.4035], [-0.0045, 0.0038, 0.0211], [-0.0249, -0.0017, -0.0069], [0.0208, -0.0126, -0.0116], [-0.0897, -0.0850, -0.1849], [0.0020, 0.0325, 0.0255], [-0.0017, 0.0030, -0.0127], [-0.0509, 0.3886, 0.3990], [0.0511, -0.1630, -0.2832], [-0.0244, 0.0184, 0.0903], [-0.0091, 0.0297, -0.1012], [0.0444, 0.0178, 0.0379], [-0.0195, -0.0485, 0.0423], [0.0335, -0.0038, -0.1060], [-0.2358, 0.2713, 0.3043], [0.0160, -0.0052, -0.0236], [-0.0120, 0.0008, 0.0094], [-0.0008, -0.0175, 0.0501], [0.0137, 0.0075, 0.0030], [-0.0111, 0.0051, 0.0157], [-0.0221, 0.0150, 0.0032], [0.0082, -0.0067, -0.0078], [0.0014, 0.0081, -0.0029], [-0.0255, 0.0204, 0.0092], [0.0943, 0.0109, 0.0357], [-0.3575, -0.3176, 0.0913], [-0.1033, 0.1905, -0.1052], [0.0963, 0.0828, -0.0567], [0.0511, 0.0572, -0.0520], [-0.0117, 0.0412, -0.0053], [-0.0022, 0.0206, -0.0457], [-0.0198, -0.0590, 0.0577], [-0.0129, -0.0044, 0.0399], [-0.0045, -0.0031, -0.0206], [0.0176, 0.0037, 0.0161], [-0.0159, 0.0033, -0.0123], [0.0202, -0.0302, -0.0333], [0.0092, 0.0437, -0.0095], [-0.0333, -0.1320, -0.0279], [0.0392, 0.0910, -0.0365], [0.0877, 0.0252, 0.0600], [-0.0270, -0.0103, 0.0296], [0.0021, 0.0015, -0.0009], [0.0038, -0.0034, 0.0310], [-0.0147, -0.0004, -0.0120], [0.0018, 0.0175, -0.0074], [0.0108, 0.0061, 0.0400], [0.0127, 0.0053, 0.0191], [0.0380, 0.0311, -0.0205], [-0.0239, -0.0947, 0.0649], [-0.0120, 0.0186, 0.0077], [-0.0060, 0.0636, 0.0577], [-0.3198, 0.1828, -0.1111], [-0.0925, 0.0629, -0.0255], [0.0203, -0.0845, -0.0017], [0.0289, 0.0041, 0.0553], [0.0077, -0.0032, 0.1212], [0.2042, 0.0030, 0.0620], [-0.0441, -0.0119, 0.0258], [-0.0968, -0.0203, 0.0343], [-0.0616, -0.0016, -0.0454], [0.0019, -0.0063, 0.0075], [0.0127, 0.0182, 0.0061], [-0.0081, 0.0093, 0.0055], [0.0012, -0.0036, -0.0065], [0.0018, 0.0104, 0.0047], [0.0091, -0.0054, -0.0019], [0.0053, -0.0085, -0.0046], [-0.0085, -0.0323, -0.0311], [0.0131, 0.0205, 0.0129], [0.0057, -0.0108, 0.0129], [-0.0025, 0.0082, 0.0011], [0.0011, 0.0107, 0.0056], [-0.0088, -0.0052, -0.0135], [-0.0032, -0.0070, -0.0164], [0.0081, -0.0064, -0.0063], [0.0045, 0.0125, -0.0372], [0.0080, -0.0195, -0.0029], [-0.0011, -0.0073, -0.0183], [-0.0056, -0.0053, -0.0052], [0.0122, 0.0125, -0.0114], [0.0021, 0.0049, -0.0022], [-0.0595, 0.0982, -0.0353], [0.0104, -0.0265, 0.0178], [0.0351, 0.0027, 0.0247], [-0.0119, 0.0070, 0.0008], [-0.0144, -0.0033, 0.0011], [0.0041, -0.0081, 0.0062]],
  "total_charge": 2,
  "lumo_energy_ha": -0.25411,
  "fmax_ha_per_bohr": 0.0230,
  "relative_energy_kcal_mol": 0.0,
  "homo_lumo_gap_ev": 6.42
}

---

(3)
{
  "formula": "C3H10O2",
  "method": "ωB97M-V/def2-TZVPD",
  "symbols": ["C", "O", "H", "H", "H", "H", "C", "O", "C", "H", "H", "H", "H", "H", "H"],
  "xyz": [[-0.419, -2.205, 1.058], [-0.166, -1.847, 2.423], [0.099, -3.142, 0.863], [-1.461, -2.318, 0.991], [-0.057, -1.411, 0.414], [0.760, -1.954, 2.660], [-0.459, 1.218, -1.178], [-0.967, 2.547, -1.294], [0.872, 1.179, -0.486], [-1.248, 0.701, -0.632], [-0.435, 0.716, -2.152], [-0.343, 3.074, -1.808], [0.956, 1.559, 0.535], [1.238, 0.156, -0.343], [1.631, 1.728, -1.050]],
  "atomic_forces_ev_per_a": [[1.8608, 0.1584, 1.2525], [-0.2793, 0.1679, 0.2757], [-0.1585, -0.1146, -0.4737], [-1.3166, -0.1903, -0.3321], [-0.0744, -0.0286, -0.3967], [-0.0652, -0.0374, -0.3131], [-0.7934, 0.3174, 0.2696], [0.1532, 0.0232, -0.2267], [1.1123, -0.4598, 0.4580], [0.1784, -0.1107, 0.2789], [0.3013, 0.1442, -0.0840], [-0.0631, -0.0796, 0.0605], [-0.7902, 0.3980, -0.0866], [-0.0287, -0.0644, -0.5130], [-0.0366, -0.1236, -0.1692]],
  "lumo_energy_ha": 0.03107,
  "fmax_ha_per_bohr": 0.0437,
  "relative_energy_kcal_mol": 22.0,
  "homo_lumo_gap_ev": 11.28,
  "smiles": "CCO.CO"
}